No. 1
{
  "formula": "C6H13F2N2PS",
  "method": "ωB97M-V with the def2-TZVPD basis set",
  "elements": ["C", "C", "C", "C", "C", "C", "N", "N", "F", "F", "P", "S", "H", "H", "H", "H", "H", "H", "H", "H", "H", "H", "H", "H", "H"],
  "positions_angstrom": [[-2.241, -1.224, 0.109], [-2.448, 0.293, 0.320], [-0.849, -1.640, 0.559], [-1.431, 0.982, -0.559], [0.276, -0.784, -0.124], [0.010, 0.716, -0.088], [0.926, 1.534, -0.825], [2.155, 1.737, -0.371], [3.022, -0.272, 1.543], [4.724, 0.991, 0.522], [3.456, 0.064, -0.005], [4.034, -1.493, -0.965], [-3.018, -1.784, 0.900], [-2.676, -1.387, -0.927], [-3.516, 0.549, -0.150], [-2.146, 0.612, 1.299], [-0.630, -1.399, 1.645], [-0.777, -2.693, 0.439], [-1.600, 0.692, -1.674], [-1.764, 2.081, -0.486], [1.321, -1.135, 0.318], [0.385, -0.891, -1.153], [-0.114, 1.122, 0.832], [0.857, 1.248, -1.770], [2.044, 2.080, 0.610]],
  "e_homo_ev": -8.9,
  "charge": 0,
  "e_lumo_ev": -0.33,
  "homo_lumo_gap_ev": 8.62,
  "smiles": "FP(F)(=S)NNC1CCCCC1"
}

***

No. 2
{
  "formula": "C27H27I2N3O2Pt",
  "method": "ωB97M-V with the def2-TZVPD basis set",
  "elements": ["Pt", "I", "C", "C", "C", "I", "C", "C", "C", "C", "N", "C", "C", "O", "H", "H", "H", "H", "C", "C", "C", "C", "C", "C", "C", "C", "C", "C", "N", "C", "C", "C", "C", "C", "N", "H", "H", "H", "H", "H", "H", "H", "H", "H", "H", "H", "H", "H", "H", "H", "H", "H", "C", "C", "C", "O", "H", "H", "H", "H", "H", "H"],
  "positions_angstrom": [[-0.105, 0.096, 0.282], [0.494, -0.018, 5.534], [2.002, -0.044, 4.065], [3.342, -0.106, 4.404], [4.309, -0.058, 3.425], [6.344, -0.192, 4.002], [3.964, 0.083, 2.071], [4.870, 0.249, 1.004], [4.398, 0.425, -0.270], [3.019, 0.403, -0.502], [2.153, 0.216, 0.464], [2.578, 0.082, 1.733], [1.550, -0.001, 2.737], [0.312, 0.008, 2.443], [3.626, -0.185, 5.443], [5.932, 0.266, 1.199], [5.069, 0.575, -1.099], [2.619, 0.555, -1.495], [-1.557, -1.463, -3.475], [-1.478, -2.118, -2.097], [-2.779, -2.052, -1.348], [-3.687, -3.096, -1.421], [-4.881, -3.041, -0.722], [-5.157, -1.941, 0.068], [-4.275, -0.870, 0.162], [-4.602, 0.258, 1.104], [-5.685, 1.210, 0.588], [-3.079, -0.922, -0.571], [-2.150, 0.126, -0.543], [-2.477, 1.312, -0.971], [-1.559, 2.370, -0.924], [-1.648, 3.731, -1.282], [-0.414, 4.289, -0.999], [0.384, 3.262, -0.484], [-0.298, 2.121, -0.452], [-0.595, -1.538, -3.978], [-1.820, -0.412, -3.390], [-2.310, -1.952, -4.088], [-0.714, -1.589, -1.503], [-1.173, -3.163, -2.206], [-3.458, -3.959, -2.032], [-5.581, -3.862, -0.782], [-6.073, -1.913, 0.641], [-3.700, 0.827, 1.332], [-4.956, -0.184, 2.038], [-5.341, 1.782, -0.270], [-5.956, 1.914, 1.372], [-6.580, 0.663, 0.297], [-3.464, 1.489, -1.399], [-2.511, 4.218, -1.693], [-0.116, 5.310, -1.132], [1.406, 3.315, -0.152], [2.113, -2.638, -1.558], [1.287, -3.065, -0.374], [1.126, -4.547, -0.203], [0.767, -2.280, 0.390], [2.140, -3.396, -2.334], [3.130, -2.474, -1.208], [1.743, -1.697, -1.958], [1.983, -5.091, -0.589], [0.242, -4.841, -0.768], [0.948, -4.797, 0.839]],
  "e_homo_ev": [-7.1, -7.1],
  "charge": 0,
  "e_lumo_ev": [-0.65, -0.65],
  "homo_lumo_gap_ev": [6.47, 6.47]
}

***

No. 3
{
  "formula": "C22H16F5NO5PdSSe",
  "method": "ωB97M-V with the def2-TZVPD basis set",
  "elements": ["Pd", "O", "C", "O", "C", "O", "C", "C", "O", "O", "H", "H", "H", "H", "H", "F", "C", "C", "F", "C", "F", "C", "Se", "C", "F", "C", "F", "N", "S", "C", "C", "C", "C", "C", "C", "C", "C", "C", "C", "C", "C", "H", "H", "H", "H", "H", "H", "H", "H", "H", "H", "H"],
  "positions_angstrom": [[-0.216, 0.339, 1.680], [-4.330, 0.276, 3.331], [-3.031, 0.541, 3.527], [-2.420, 1.316, 2.837], [-2.547, -0.160, 4.795], [-1.212, -0.593, 4.794], [-0.993, -1.890, 4.239], [-0.723, -1.721, 2.748], [0.479, -1.686, 2.354], [-1.689, -1.432, 1.973], [-4.625, 0.799, 2.572], [-2.626, 0.592, 5.583], [-3.239, -0.971, 5.031], [-0.114, -2.302, 4.725], [-1.858, -2.533, 4.415], [6.371, -1.676, 0.954], [5.308, -0.920, 1.220], [5.220, -0.242, 2.418], [6.206, -0.352, 3.311], [4.112, 0.536, 2.688], [4.062, 1.165, 3.867], [3.065, 0.679, 1.786], [1.559, 1.759, 2.243], [3.198, -0.005, 0.583], [2.257, 0.095, -0.366], [4.288, -0.802, 0.297], [4.365, -1.445, -0.870], [-1.006, 1.071, -0.111], [-0.102, 1.179, -1.414], [0.150, -0.459, -2.127], [0.755, -0.564, -3.372], [1.035, -1.822, -3.880], [0.718, -2.956, -3.140], [0.121, -2.834, -1.894], [-0.165, -1.577, -1.376], [-1.156, 1.887, -2.682], [-0.942, 3.223, -2.989], [-1.770, 3.850, -3.909], [-2.802, 3.139, -4.505], [-3.010, 1.801, -4.186], [-2.184, 1.168, -3.272], [-1.893, 0.601, -0.273], [1.002, 0.326, -3.940], [1.505, -1.918, -4.850], [0.945, -3.937, -3.537], [-0.116, -3.714, -1.311], [-0.613, -1.480, -0.393], [-0.136, 3.764, -2.508], [-1.608, 4.890, -4.159], [-3.448, 3.627, -5.224], [-3.815, 1.250, -4.655], [-2.328, 0.122, -3.029]],
  "e_homo_ev": [-7.7, -7.7],
  "charge": 0,
  "e_lumo_ev": [-0.97, -0.98],
  "homo_lumo_gap_ev": [6.72, 6.71]
}

***

No. 4
{
  "formula": "C4H7NO4",
  "method": "ωB97M-V with the def2-TZVPD basis set",
  "elements": ["C", "C", "C", "C", "H", "H", "H", "H", "H", "H", "H", "N", "O", "O", "O", "O"],
  "positions_angstrom": [[0.707, 0.165, -0.574], [-0.888, 0.550, -0.774], [-1.742, -0.281, 0.148], [0.945, -1.201, -0.166], [1.504, 1.730, -0.206], [0.677, 1.498, 0.971], [1.106, 0.364, -1.469], [-1.095, 1.633, -0.620], [-0.901, 0.333, -1.737], [-2.040, -0.947, 1.782], [2.021, -0.454, 0.814], [1.341, 1.149, 0.359], [-1.223, -0.244, 1.398], [-2.720, -0.889, -0.082], [1.964, -1.279, 0.715], [0.345, -2.128, -0.560]],
  "e_homo_ev": -10.5,
  "charge": 0,
  "e_lumo_ev": 0.47,
  "homo_lumo_gap_ev": 10.94,
  "smiles": "N[C@H](CC(=O)O)C(=O)O"
}

***

No. 5
{
  "formula": "C30H21IN6O6Yb",
  "method": "ωB97M-V with the def2-TZVPD basis set",
  "elements": ["Yb", "I", "C", "C", "C", "C", "N", "C", "H", "H", "H", "H", "N", "C", "C", "C", "N", "C", "N", "C", "O", "C", "C", "C", "C", "C", "C", "N", "C", "C", "C", "C", "C", "C", "C", "O", "H", "H", "H", "H", "H", "H", "H", "H", "H", "H", "H", "H", "H", "O", "C", "O", "C", "C", "C", "C", "C", "C", "N", "O", "O", "H", "H", "H", "H"],
  "positions_angstrom": [[1.857, 1.176, -0.893], [-4.031, 0.626, -2.926], [-2.319, 1.790, -2.893], [-2.322, 3.098, -3.354], [-1.147, 3.827, -3.279], [-0.016, 3.228, -2.757], [-0.003, 1.960, -2.322], [-1.146, 1.262, -2.386], [-3.223, 3.542, -3.753], [-1.105, 4.855, -3.609], [0.900, 3.796, -2.665], [-1.129, 0.249, -2.007], [3.180, -0.129, 0.297], [3.431, -0.031, 1.439], [3.666, 0.112, 2.777], [2.554, -0.015, 3.651], [1.613, -0.094, 4.314], [4.963, 0.477, 3.237], [6.018, 0.765, 3.592], [-4.750, -1.237, 1.748], [-3.534, -0.988, 2.449], [-3.341, -1.623, 3.629], [-4.141, -2.642, 4.133], [-3.827, -3.237, 5.349], [-2.719, -2.836, 6.080], [-1.912, -1.827, 5.579], [-2.220, -1.241, 4.365], [-1.389, -0.172, 3.898], [-0.773, -0.034, 2.769], [-0.619, -0.959, 1.689], [-0.905, -2.336, 1.765], [-0.609, -3.183, 0.723], [-0.022, -2.663, -0.435], [0.266, -1.320, -0.528], [-0.008, -0.434, 0.529], [0.304, 0.853, 0.430], [-4.771, -2.256, 1.359], [-4.764, -0.533, 0.921], [-5.612, -1.067, 2.394], [-5.009, -2.973, 3.583], [-4.462, -4.027, 5.725], [-2.479, -3.302, 7.024], [-1.030, -1.498, 6.115], [-1.213, 0.563, 4.573], [-0.264, 0.915, 2.658], [-1.338, -2.743, 2.666], [-0.820, -4.239, 0.799], [0.208, -3.318, -1.265], [0.710, -0.960, -1.460], [3.569, 4.490, -2.342], [3.298, 3.355, -2.073], [2.870, 2.908, -0.894], [3.279, 2.277, -3.147], [3.646, 0.948, -2.885], [3.485, -0.036, -3.856], [2.955, 0.338, -5.072], [2.646, 1.648, -5.385], [2.816, 2.621, -4.413], [2.731, -0.712, -6.096], [2.768, -1.859, -5.712], [2.392, -0.341, -7.194], [4.193, 0.699, -1.976], [3.782, -1.062, -3.686], [2.279, 1.887, -6.373], [2.591, 3.658, -4.622]],
  "e_homo_ev": [-11.0, -11.0],
  "s_squared": 0.7509,
  "charge": 1,
  "e_lumo_ev": [-3.84, -3.84],
  "multiplicity": 2,
  "homo_lumo_gap_ev": [7.16, 7.16]
}

***

No. 6
{
  "formula": "H3NP2",
  "method": "ωB97M-V with the def2-TZVPD basis set",
  "elements": ["N", "P", "P", "H", "H", "H"],
  "positions_angstrom": [[1.533, 0.522, 2.363], [-0.257, 0.430, -1.594], [0.663, 0.344, 1.170], [0.143, -0.834, -1.874], [-1.668, -0.059, -1.383], [-0.413, -0.403, 1.319]],
  "e_homo_ev": [-8.8, -9.2],
  "charge": 0,
  "e_lumo_ev": [-1.53, -1.65],
  "homo_lumo_gap_ev": [7.26, 7.58]
}

***

For reference, energy relative to the best compared isomer or geometry (same formula, charge and spin) by record: 163.8; 211.4; 81.6; 383.5; 132.1; 302.8 kJ/mol.
For reference, M by record: 214.22; 874.42; 686.81; 133.10; 861.48; 78.98 g mol⁻¹.